1.
This record from the Open Molecules 2025 dataset describes a gas-phase ion, C3H7N2OS (charge +1). The level of theory is ωB97M-V/def2-TZVPD.

Positions of all 14 atoms, in Å:
C1 -0.52 -0.66 -0.01
C2 -1.25 1.67 0.23
C3 2.11 0.34 -0.32
N1 -1.31 0.42 -0.08
N2 -1.23 -1.88 -0.05
O1 3.40 0.46 -0.17
S1 1.21 -0.98 0.18
H1 -2.20 2.27 0.12
H2 -0.43 2.10 0.88
H3 1.54 1.14 -0.70
H4 -2.27 0.13 -0.27
H5 -0.65 -2.79 -0.09
H6 -2.27 -1.98 -0.10
H7 3.89 -0.24 0.37

Results
net charge	+1
multiplicity	3
orbital gap (spin up / spin down)	6.90 / 9.64	eV

These are the natural (NBO) partial charges, in e, on atoms 1 to 2:
1 C 0.279
2 C -0.136

***

2.
This record from the Open Molecules 2025 dataset describes a gas-phase ion, C3H7N2OSe (charge +1). The level of theory is ωB97M-V/def2-TZVPD.

Positions of all 14 atoms, in Å:
N1 -1.12 -1.17 -0.83
C1 -2.39 -0.85 -0.24
O1 -3.40 -1.50 -0.27
C2 -2.20 0.44 0.57
Se1 -0.77 1.61 -0.14
C3 0.70 0.57 0.09
N2 1.95 0.96 -0.07
H1 -1.07 -2.18 -1.23
H2 -1.00 -0.41 -1.67
H3 -3.13 0.91 0.93
H4 -1.70 0.28 1.47
H5 0.52 -0.44 0.33
H6 2.67 0.23 -0.08
H7 2.43 1.78 -0.33

Results
structure (SMILES)	NC(=O)C[Se]C=[NH2+]
net charge	+1
multiplicity	1
orbital gap	8.87	eV

These are the natural (NBO) partial charges, in e, on atoms 1 to 2:
1 N -0.938
2 C 0.667

***

3.
This record from the Open Molecules 2025 dataset describes 2 unconnected molecules or ions with the total composition C3H7N2P. The level of theory is ωB97M-V/def2-TZVPD.

Positions of all 13 atoms, in Å:
C1 -0.26 -2.14 -1.07
C2 -0.34 0.87 0.16
C3 0.73 0.47 1.18
N1 -0.87 -2.88 -0.39
N2 -1.55 0.93 0.47
P1 0.36 1.22 -1.54
H1 1.45 0.42 -1.47
H2 0.33 -0.25 1.85
H3 1.56 0.04 0.61
H4 1.26 1.42 1.49
H5 -1.63 -3.46 0.05
H6 -2.05 1.02 -0.35
H7 1.03 2.34 -0.98

Results
net charge	0
multiplicity	1
orbital gap	10.21	eV

These are the natural (NBO) partial charges, in e, on atoms 1 to 2:
1 C 0.290
2 C 0.095

***

4.
This record from the Open Molecules 2025 dataset describes 2 unconnected molecules or ions with the total composition C3H7N2P. The level of theory is ωB97M-V/def2-TZVPD.

Positions of all 13 atoms, in Å:
C1 -2.31 -0.78 -0.06
C2 0.98 0.66 0.16
C3 1.99 -0.23 -0.46
N1 -3.22 -0.61 0.74
N2 1.10 0.78 1.41
P1 -0.34 1.26 -0.74
H1 -1.50 -1.50 -0.40
H2 2.21 0.03 -1.49
H3 2.81 -0.40 0.22
H4 1.43 -1.19 -0.72
H5 -3.47 0.18 1.28
H6 0.32 1.20 1.92
H7 -0.01 0.60 -1.86

Results
net charge	0
multiplicity	1
orbital gap (spin up / spin down)	7.84 / 6.56	eV

These are the natural (NBO) partial charges, in e, on atoms 1 to 2:
1 C 0.184
2 C -0.087

***

5.
This record from the Open Molecules 2025 dataset describes 2 unconnected molecules or ions with the total composition C3H7N2P. The level of theory is ωB97M-V/def2-TZVPD.

Positions of all 13 atoms, in Å:
C1 1.81 0.45 -0.08
C2 1.42 -0.87 -0.28
C3 -0.77 -1.07 0.40
N1 2.14 1.54 0.08
N2 -1.21 1.69 0.11
P1 -1.88 0.18 -0.24
H1 1.84 -1.60 0.40
H2 1.29 -1.18 -1.30
H3 -0.58 -1.02 1.47
H4 -0.94 -2.07 0.04
H5 -0.20 1.75 -0.02
H6 -1.48 2.08 1.00
H7 -1.46 0.13 -1.58

Results
net charge	0
multiplicity	1
orbital gap (spin up / spin down)	8.22 / 8.22	eV

These are the natural (NBO) partial charges, in e, on atoms 1 to 2:
1 C 0.237
2 C -0.538

***

6.
This record from the Open Molecules 2025 dataset describes 2 unconnected molecules or ions with the total composition C3H7N2S. The level of theory is ωB97M-V/def2-TZVPD.

Positions of all 13 atoms, in Å:
C1 1.50 -0.21 -0.13
C2 -2.51 0.32 -0.03
C3 -3.20 1.41 -0.04
N1 1.26 -1.49 -0.48
N2 2.49 0.09 0.66
S1 -1.66 -0.96 0.03
H1 1.07 0.62 -0.60
H2 -4.01 1.56 -0.72
H3 -3.19 2.27 0.50
H4 0.54 -1.64 -1.07
H5 1.86 -2.28 -0.17
H6 2.71 0.97 0.97
H7 3.14 -0.65 1.07

Results
net charge	+1
multiplicity	1
orbital gap	7.97	eV

These are the natural (NBO) partial charges, in e, on atoms 1 to 2:
1 C 0.410
2 C -0.028

***

How do the records compare in strongest force on any atom? In the order shown, they have 5.7 3.7 2.9 3.6 3.9 4.9 eV/A.
How do the records compare in relative energy (zero: lowest compared OMol25 entry of this formula, charge and spin)? In the order shown, they have 0.532 1.956 0.640 2.696 0.307 2.053 eV.
How do the records compare in DFT total energy? In the order shown, they have -701.042763 -2704.383122 -569.267992 -569.192447 -569.280240 -625.896725 hartree.